{
  "formula": "C48H134N10O14",
  "method": "the ωB97M-V functional and the def2-TZVPD basis",
  "elements": ["C", "C", "O", "H", "H", "H", "H", "H", "H", "C", "C", "O", "H", "H", "H", "H", "H", "H", "C", "C", "O", "H", "H", "H", "H", "H", "H", "C", "C", "O", "H", "H", "H", "H", "H", "H", "C", "C", "C", "O", "C", "N", "H", "H", "H", "H", "H", "H", "H", "H", "H", "H", "H", "C", "C", "C", "O", "C", "N", "H", "H", "H", "H", "H", "H", "H", "H", "H", "H", "H", "C", "C", "C", "O", "C", "N", "H", "H", "H", "H", "H", "H", "H", "H", "H", "H", "H", "C", "C", "C", "O", "C", "N", "H", "H", "H", "H", "H", "H", "H", "H", "H", "H", "H", "C", "C", "C", "O", "C", "N", "H", "H", "H", "H", "H", "H", "H", "H", "H", "H", "H", "C", "C", "C", "O", "C", "N", "H", "H", "H", "H", "H", "H", "H", "H", "H", "H", "H", "C", "C", "C", "O", "C", "N", "H", "H", "H", "H", "H", "H", "H", "H", "H", "H", "H", "C", "C", "C", "O", "C", "N", "H", "H", "H", "H", "H", "H", "H", "H", "H", "H", "H", "C", "C", "C", "O", "C", "N", "H", "H", "H", "H", "H", "H", "H", "H", "H", "H", "H", "C", "C", "C", "O", "C", "N", "H", "H", "H", "H", "H", "H", "H", "H", "H", "H", "H"],
  "xyz": [[2.532991, 4.899866, -4.039602], [3.984591, 5.236246, -4.355962], [4.178541, 6.561906, -4.867682], [2.302441, 5.569986, -3.211422], [2.376071, 3.906716, -3.618722], [1.811201, 5.012296, -4.848602], [4.301041, 4.494496, -5.089292], [4.635511, 5.086266, -3.494622], [3.858961, 7.206156, -4.231752], [0.922091, -3.933784, 0.554038], [-0.515789, -3.947704, 0.179498], [-1.079059, -2.824094, 0.677988], [1.369311, -4.884434, 0.263588], [1.018601, -3.797784, 1.631198], [1.446071, -3.195304, -0.052752], [-1.130439, -4.743004, 0.601168], [-0.740499, -3.928304, -0.886912], [-1.827619, -3.089784, 1.217128], [0.961431, 1.322226, -0.797702], [0.250111, 0.014266, -0.478132], [0.680441, -0.465814, 0.834528], [1.078251, 2.008116, 0.041348], [0.429491, 1.976026, -1.488862], [1.951241, 1.162406, -1.225272], [0.436541, -0.696624, -1.283102], [-0.789629, 0.281006, -0.288712], [0.345071, -1.364374, 0.876018], [-1.445709, 5.217606, -4.504282], [-1.395229, 3.746666, -4.804432], [-1.130449, 3.036036, -3.724852], [-0.787939, 5.621706, -3.734782], [-2.397059, 5.490506, -4.047602], [-1.462769, 5.786686, -5.433772], [-0.505999, 3.506506, -5.387272], [-2.318139, 3.402356, -5.271122], [-1.850619, 3.214356, -3.115622], [-1.638539, -0.277234, -7.239882], [-2.734359, -0.570904, -6.230002], [-4.148369, -0.091884, -6.736502], [-5.197019, -0.207214, -5.832842], [-6.527459, -0.123944, -6.468572], [-2.783669, -2.016814, -5.991582], [-1.745839, -0.708014, -8.235372], [-0.668159, -0.615254, -6.876272], [-1.508459, 0.776896, -7.484792], [-2.469629, -0.136004, -5.266212], [-4.372339, -0.625774, -7.660022], [-4.063879, 0.977916, -6.927492], [-7.350529, -0.184854, -5.756572], [-6.754979, -0.967874, -7.119822], [-6.792079, 0.808386, -6.967402], [-3.654219, -2.234564, -5.528092], [-1.967209, -2.294354, -5.465792], [-3.775799, -5.132194, 2.695768], [-3.460019, -5.602354, 4.133248], [-2.273269, -4.914634, 4.893168], [-2.187669, -5.585024, 6.171878], [-1.073479, -5.127784, 6.972388], [-4.642739, -5.365314, 4.883318], [-4.392059, -5.878564, 2.194508], [-2.777189, -4.999904, 2.279368], [-4.269079, -4.168754, 2.567108], [-3.173259, -6.653904, 4.143848], [-2.395149, -3.833074, 4.952178], [-1.395609, -5.130824, 4.284018], [-0.143919, -5.295444, 6.428398], [-0.893159, -5.700404, 7.882158], [-1.031649, -4.073224, 7.244888], [-5.457019, -5.780764, 4.453848], [-4.497519, -5.680454, 5.831838], [-3.479289, 4.187596, 3.266228], [-3.483109, 2.698296, 3.560268], [-2.200209, 2.183516, 4.181378], [-1.414189, 3.015646, 5.120098], [-1.913599, 2.971016, 6.447758], [-4.743419, 2.423386, 4.377908], [-4.466729, 4.430626, 2.873808], [-2.749609, 4.436166, 2.495588], [-3.323379, 4.875776, 4.097008], [-3.694999, 2.248826, 2.590128], [-1.573789, 2.201356, 3.289538], [-2.225319, 1.124096, 4.436558], [-1.417689, 3.793496, 6.963228], [-1.669359, 2.124356, 7.089328], [-2.995789, 3.089066, 6.392638], [-4.738249, 1.506026, 4.800438], [-4.579369, 3.088836, 5.119768], [-5.927619, -2.565274, -0.800492], [-4.866269, -2.573104, -1.989422], [-4.312229, -3.986174, -2.239982], [-3.492689, -4.175844, -3.359172], [-2.741069, -5.385604, -3.419372], [-5.467689, -1.997524, -3.188682], [-5.595719, -3.281494, -0.048852], [-6.776139, -3.097914, -1.229912], [-6.142649, -1.639654, -0.266552], [-4.060639, -1.849934, -1.862632], [-5.180519, -4.603004, -2.471682], [-3.811079, -4.237824, -1.305312], [-2.337099, -5.445184, -2.408742], [-2.053709, -5.277594, -4.258402], [-3.286139, -6.309404, -3.613252], [-4.722579, -1.903504, -3.864012], [-5.701719, -1.034314, -2.994902], [6.337671, 1.330646, -1.900662], [5.994361, 2.791146, -1.575742], [5.309561, 3.015806, -0.166972], [4.472411, 4.194276, -0.327932], [3.948001, 4.750746, 0.873438], [7.083241, 3.748546, -1.804762], [7.035131, 0.889316, -1.188702], [6.815091, 1.306706, -2.880252], [5.448881, 0.699656, -1.898372], [5.266781, 3.185756, -2.284972], [6.060361, 3.257316, 0.585408], [4.666621, 2.238046, 0.245108], [4.637651, 5.486246, 1.287588], [3.667051, 3.944876, 1.551468], [3.165501, 5.400296, 0.481138], [6.679621, 4.671746, -1.734782], [7.673211, 3.709556, -0.985912], [-0.388149, -1.903264, 4.109768], [0.845441, -1.566484, 4.881088], [2.176181, -1.066474, 4.129128], [3.410431, -1.099664, 4.898848], [4.532381, -0.821834, 4.003318], [0.407061, -0.520014, 5.790398], [-0.405799, -1.184044, 3.290918], [-1.294989, -1.966594, 4.711198], [-0.238259, -2.893554, 3.679708], [1.193411, -2.467164, 5.386858], [2.091971, -0.081474, 3.670008], [2.254251, -1.796334, 3.323338], [4.749551, -1.622744, 3.296578], [5.489381, -0.833544, 4.524948], [4.423931, 0.146106, 3.513998], [0.019791, 0.190156, 5.185608], [1.138931, -0.173964, 6.394308], [1.425431, -2.942594, -4.000782], [2.680071, -2.735214, -3.118772], [3.742811, -3.813354, -3.311822], [3.442471, -4.873694, -2.347842], [4.489331, -5.849364, -2.475412], [3.168991, -1.437194, -3.481722], [1.769381, -2.894824, -5.033992], [0.736921, -2.111144, -3.849942], [0.854341, -3.837774, -3.754602], [2.196451, -2.704924, -2.142402], [4.681421, -3.347154, -3.012212], [3.910871, -4.255204, -4.293972], [4.406481, -6.827954, -2.002562], [5.401801, -5.387064, -2.098872], [4.629931, -6.193094, -3.500192], [3.874441, -1.509764, -4.200882], [2.405341, -0.926374, -3.901242], [5.703281, -3.225364, 0.347608], [6.240821, -4.379834, 1.289408], [5.210731, -5.510984, 1.391768], [3.904301, -4.986474, 1.803768], [3.826361, -4.733234, 3.174498], [7.433381, -4.923334, 0.653658], [5.535531, -3.636404, -0.647892], [6.501661, -2.487254, 0.270948], [4.851171, -2.673374, 0.744248], [6.457981, -3.903004, 2.245218], [5.585631, -6.381004, 1.930848], [4.946811, -5.870094, 0.397048], [2.813001, -4.374014, 3.353888], [4.541801, -3.958354, 3.449828], [3.928551, -5.619164, 3.801218], [7.280251, -5.919114, 0.724928], [8.263131, -4.837564, 1.223088], [0.663421, 5.735896, 2.063898], [1.297661, 5.657926, 3.421458], [0.750561, 6.776846, 4.328628], [1.117261, 7.998106, 3.752498], [0.402671, 9.140006, 4.266048], [1.240401, 4.296896, 3.953998], [0.942321, 5.013966, 1.296348], [0.863941, 6.711906, 1.621978], [-0.418369, 5.622686, 2.134718], [2.373071, 5.829526, 3.375128], [1.179491, 6.647766, 5.322338], [-0.324399, 6.716526, 4.498708], [-0.208489, 9.646496, 3.519028], [1.185511, 9.876066, 4.448988], [-0.172519, 9.071186, 5.189368], [1.320341, 3.675456, 3.161828], [0.332241, 4.062216, 4.328518], [-5.110289, 2.340306, -2.988072], [-4.342739, 1.553896, -1.872072], [-3.675259, 2.432896, -0.854272], [-2.652629, 3.244886, -1.463412], [-1.997349, 4.026906, -0.588782], [-5.240229, 0.629096, -1.217652], [-4.436579, 3.061096, -3.451402], [-6.014009, 2.803126, -2.591622], [-5.446319, 1.636216, -3.749292], [-3.544239, 0.948466, -2.300982], [-3.178139, 1.873946, -0.061472], [-4.484959, 2.993996, -0.387732], [-2.692309, 4.495996, 0.107698], [-1.450149, 4.725146, -1.222142], [-1.397579, 3.254526, -0.107312], [-4.660279, 0.016136, -0.662632], [-5.863679, 1.079256, -0.562842]],
  "atomic_forces_ev_per_a": [[0.096, 0.575, 1.088], [-0.232, -0.527, -0.506], [-0.065, -0.695, -0.327], [-0.720, 0.170, 0.006], [0.395, -0.195, -0.111], [0.312, 0.285, -0.141], [0.450, 0.513, -0.433], [-0.175, -0.032, 0.281], [-0.085, -0.110, 0.187], [0.522, -1.269, -0.803], [-0.422, -1.584, -0.805], [-1.865, 3.246, 1.526], [0.257, -0.076, 0.197], [0.222, 0.194, -0.122], [0.110, 0.302, 0.451], [0.687, -0.962, -0.132], [0.615, -0.472, -0.439], [-0.053, 0.533, 0.060], [0.484, 0.494, -0.203], [0.162, 1.400, 1.711], [0.472, 0.242, -1.205], [0.053, -0.467, 0.575], [-0.330, -0.489, -0.488], [0.093, -0.079, 0.080], [-0.343, -0.233, 0.152], [-0.435, -0.452, -0.834], [-0.245, -0.291, 0.280], [-1.411, 1.148, -0.131], [1.123, 1.395, -2.360], [0.143, -2.326, 3.800], [0.898, -0.391, -0.544], [-0.582, -0.297, -0.006], [0.486, 0.268, 0.061], [-0.333, 0.399, -1.185], [-0.123, 0.149, -0.637], [-0.070, -0.489, 0.887], [0.397, 0.633, -0.557], [-1.112, -0.668, -0.073], [1.585, 0.746, -0.354], [-2.462, -0.578, 0.351], [0.189, -0.356, 0.723], [-0.237, 0.170, -0.871], [-0.510, -0.574, 0.191], [-0.023, -0.104, 0.192], [-0.153, 0.324, 0.491], [-0.196, 0.917, -0.056], [0.073, -0.112, -0.201], [0.315, 0.226, -0.596], [0.657, -0.169, 0.890], [0.658, -0.048, -0.346], [0.951, 0.270, -0.361], [0.260, -0.407, 0.334], [-0.300, -0.285, 0.296], [1.503, -0.044, 0.510], [0.030, 1.103, 0.248], [-0.705, -1.186, -0.649], [0.608, 1.180, 0.244], [0.724, -0.354, -0.779], [-0.718, 0.329, 1.020], [0.370, -0.056, -0.219], [-0.055, -0.381, -0.971], [-0.128, 0.042, 0.713], [0.094, -0.339, -0.423], [-0.183, 0.015, 0.395], [0.518, 0.049, 0.142], [0.145, -0.017, -0.453], [-0.948, -0.269, -0.035], [-0.767, 0.217, -0.160], [-0.042, -0.163, 0.258], [-0.451, -0.143, 0.130], [-0.246, 0.376, -0.403], [-2.033, 0.155, 1.535], [2.010, 0.646, -1.302], [-1.431, -1.628, -0.773], [0.015, 0.851, 0.086], [1.232, 1.025, -0.637], [-0.017, 0.033, -0.135], [0.135, -0.023, 0.045], [0.212, -0.356, 0.328], [0.619, -0.567, 0.016], [0.656, -0.123, 0.025], [-0.262, 0.042, 0.693], [-0.397, 0.338, -0.030], [0.101, -0.740, -0.658], [0.017, 0.181, 0.563], [0.222, -0.228, -0.013], [-0.780, -0.046, 0.608], [1.494, -1.721, -1.021], [-0.125, 1.472, -0.047], [-1.193, -0.049, 0.078], [0.419, 1.011, -1.058], [-0.525, 0.852, 0.727], [-0.663, -0.593, -0.648], [0.327, 0.024, 0.302], [-0.533, 0.667, 0.055], [-0.086, 0.038, -0.715], [0.756, -0.447, 1.319], [-0.394, -0.395, 0.822], [0.157, -0.598, 0.115], [0.979, -0.592, -0.225], [0.355, 0.125, 0.470], [-0.707, 0.103, 0.037], [-0.016, -0.169, -0.371], [-0.301, 0.207, 0.261], [0.158, 0.614, 0.143], [-1.128, 0.374, 0.625], [-0.238, 1.287, -0.755], [0.655, -0.625, -0.190], [0.473, 0.385, -1.528], [0.242, -0.548, 0.653], [0.124, 0.116, 0.142], [-0.080, -0.105, -0.018], [-0.083, 0.103, -0.097], [-0.527, -0.676, -0.072], [0.376, -0.157, 0.133], [0.078, -0.528, -0.361], [0.468, -0.407, 0.583], [-0.345, 0.369, 0.292], [-0.671, -0.436, 0.562], [-0.176, 0.255, -0.213], [0.634, -0.067, 0.074], [0.963, -0.726, -1.739], [2.263, 1.372, 1.559], [-0.653, -1.451, -0.615], [-0.045, 0.021, -0.979], [-0.210, -0.410, 0.847], [-0.360, -0.522, 0.805], [-0.833, 0.025, -0.213], [0.296, 0.501, 0.085], [-0.189, -0.045, -0.414], [-0.064, 0.065, 0.637], [-0.423, 0.167, 0.089], [0.442, -0.023, -0.516], [-0.896, -0.102, -0.529], [-0.365, 0.401, 0.874], [-0.156, -0.073, -0.154], [0.163, 0.609, 0.393], [0.091, 0.314, -0.256], [0.224, -0.400, -0.002], [-2.253, -0.581, -1.520], [-0.401, -0.215, 2.519], [0.669, -0.632, -1.115], [0.350, 0.224, -0.173], [0.929, 0.926, 0.166], [-0.352, -0.376, -0.245], [-0.017, 0.169, 0.096], [0.187, -0.265, -0.268], [1.124, -0.291, 0.666], [0.406, -0.025, 0.056], [-0.597, 0.247, -0.328], [-1.011, 0.427, 0.895], [0.346, -0.138, -0.172], [0.070, 0.579, -0.497], [0.207, 0.046, -0.076], [0.100, 0.351, 0.040], [0.766, -0.492, 0.930], [-0.987, 1.452, -1.185], [-1.682, 1.457, -0.537], [1.368, -1.341, -0.206], [-0.535, 0.420, 0.140], [0.205, -0.961, 0.315], [-0.285, 0.092, 0.076], [0.179, -0.037, -0.135], [-0.279, -0.402, -0.090], [-0.012, -0.307, 0.286], [-0.230, 0.057, 0.720], [0.486, 0.034, -0.267], [0.021, 0.258, 0.073], [0.024, 0.010, 0.405], [0.378, -0.231, -0.021], [0.312, -0.541, -0.605], [0.158, 0.595, 0.136], [-0.548, 0.821, -1.029], [0.381, -0.331, -0.008], [0.200, -1.183, 0.281], [-1.010, 0.818, 0.424], [1.364, 0.858, -0.488], [-0.411, -0.035, 0.607], [0.542, -0.333, 0.380], [-0.139, 0.134, -0.054], [-0.244, 0.118, 0.237], [0.114, 0.510, -0.388], [0.333, 0.099, 0.245], [-0.388, -0.147, -0.419], [-0.329, -0.597, -0.325], [0.059, 0.115, 0.309], [0.077, -0.826, -0.004], [0.300, -0.198, -0.095], [-0.361, 0.095, 0.290], [0.784, -0.862, 0.612], [-0.220, 0.316, -0.965], [0.714, 0.708, -0.437], [-3.841, -1.702, -2.382], [1.047, 0.028, 0.924], [0.035, -0.536, 0.125], [-0.223, 0.184, 0.028], [0.159, 0.286, 0.177], [0.150, -0.084, -0.036], [-0.052, -0.058, -0.490], [-0.024, -0.484, 0.149], [0.138, 0.802, 0.210], [0.206, 0.440, 0.169], [0.399, 0.240, 0.706], [1.086, 0.957, 1.128], [-0.106, -0.371, 0.183], [-0.224, 0.317, 0.005]],
  "mulliken_charge": [-0.809, -0.187, -0.541, 0.281, 0.264, 0.267, 0.333, 0.092, 0.317, -0.228, -0.089, -0.114, 0.627, -0.439, -0.260, 0.486, -0.012, 0.028, -1.080, 0.586, -0.078, 0.183, 0.045, 0.365, 0.105, 0.090, -0.313, -1.444, 0.091, -0.017, 0.245, 0.470, 0.383, 0.327, 0.121, 0.130, -1.655, 1.156, -1.031, -0.066, -0.964, -0.701, 0.394, 0.315, 0.349, 0.067, 0.424, 0.351, 0.289, 0.349, 0.392, 0.157, 0.290, -0.999, 0.673, -0.611, -0.383, -0.762, -0.740, 0.468, -0.226, 0.443, 0.223, 0.186, 0.307, 0.260, 0.328, 0.324, 0.239, 0.230, -0.990, 0.628, -0.701, -0.087, -0.764, -0.783, 0.474, -0.104, 0.347, 0.038, 0.198, 0.408, 0.235, 0.270, 0.232, 0.299, 0.326, -1.422, 0.907, -0.740, -0.230, -0.552, -0.613, 0.290, 0.426, 0.326, 0.113, 0.292, 0.295, 0.192, 0.209, 0.259, -0.067, 0.285, -1.440, 0.858, -0.513, -0.250, -0.875, -0.732, 0.325, 0.383, 0.239, -0.147, 0.268, 0.328, 0.316, 0.329, 0.260, 0.307, 0.301, -0.777, 0.292, -0.323, -0.473, -0.250, -0.669, 0.178, 0.494, 0.035, 0.277, 0.322, 0.086, -0.106, 0.321, 0.248, 0.066, 0.326, -1.959, 1.583, -0.955, -0.142, -0.997, -0.465, 0.453, 0.403, 0.451, -0.668, 0.450, 0.403, 0.313, 0.391, 0.302, 0.266, 0.171, -0.774, 0.502, -0.858, -0.123, -0.309, -0.682, -0.220, 0.463, 0.140, 0.382, 0.401, 0.170, -0.102, 0.187, 0.318, 0.261, 0.270, -1.237, 0.694, -0.802, -0.319, -0.813, -0.635, 0.175, 0.474, 0.227, 0.177, 0.387, 0.353, 0.282, 0.288, 0.340, 0.238, 0.174, -1.293, 0.736, -1.027, -0.299, -0.863, -0.374, 0.242, 0.363, 0.170, 0.088, 0.308, 0.335, 0.366, 0.244, 0.259, 0.149, 0.265],
  "e_homo_ev": -8.75,
  "multiplicity": 1,
  "lumo_energy_ev": 0.3225,
  "gap_ha": 0.3334
}